[1]
{"formula": "C4H19BrNO5", "method": "ωB97M-V/def2-TZVPD", "e_above_lowest_ev": 0.0663, "s_squared": 0.754, "homo_lumo_gap_ha": [0.3630, 0.1552], "spin_multiplicity": 2, "symbols": ["Br", "O", "H", "H", "O", "H", "H", "O", "H", "H", "O", "H", "H", "C", "C", "C", "O", "C", "N", "H", "H", "H", "H", "H", "H", "H", "H", "H", "H", "H"], "coordinates": [[-2.43820, -1.10552, -1.45848], [0.09062, -2.82363, -2.35477], [-0.58078, -2.48783, -1.76089], [0.28729, -3.69997, -2.02373], [-4.16281, -4.58242, -2.00174], [-3.89848, -3.66245, -2.00544], [-4.11953, -4.84084, -1.08110], [-1.05917, 1.96516, -1.74115], [-1.68252, 2.69153, -1.74772], [-1.60600, 1.17957, -1.74868], [-0.17670, -0.27045, -4.04527], [-0.67547, -0.32025, -4.86074], [-0.77331, -0.60955, -3.37796], [1.54601, -1.18450, 2.08903], [0.83822, 0.17732, 1.85003], [1.68703, 1.38784, 2.11695], [0.83435, 2.56732, 1.95416], [1.45242, 3.84197, 1.91941], [0.39039, 0.10688, 0.47586], [2.18456, -1.43288, 1.24130], [0.80744, -1.98611, 2.09450], [2.00958, -1.12888, 3.07397], [-0.02850, 0.18599, 2.51095], [2.56252, 1.42390, 1.46863], [2.07828, 1.55755, 3.12006], [2.43756, 3.77457, 1.45783], [1.54129, 4.27512, 2.91569], [0.84291, 4.48664, 1.28616], [-0.40696, -0.50531, 0.37817], [0.01784, 1.01931, 0.25500]]}



[2]
{"formula": "C33H45BNO13", "method": "ωB97M-V/def2-TZVPD", "total_charge": 1, "homo_lumo_gap_ha": 0.3015, "symbols": ["C", "C", "O", "C", "C", "O", "C", "C", "O", "C", "C", "C", "N", "C", "B", "O", "C", "C", "C", "O", "O", "C", "C", "O", "H", "H", "H", "H", "H", "H", "H", "H", "H", "H", "H", "H", "H", "H", "H", "H", "H", "H", "H", "H", "H", "H", "H", "H", "H", "H", "H", "H", "H", "H", "H", "H", "H", "C", "C", "C", "O", "C", "C", "C", "O", "H", "H", "H", "H", "C", "C", "C", "O", "C", "C", "C", "O", "H", "H", "H", "H", "C", "C", "C", "O", "C", "C", "C", "O", "H", "H", "H", "H"], "coordinates": [[-5.04358, -2.18705, 0.04859], [-3.90833, -1.17241, -0.04787], [-3.66966, -0.69825, -1.36434], [-3.34983, -1.70971, -2.30071], [-2.08932, -2.49410, -1.95363], [-1.12376, -1.60710, -1.42680], [-0.22973, -2.13380, -0.46353], [0.36848, -0.92183, 0.21864], [1.55482, -0.42642, -0.39111], [1.31391, 0.24280, -1.61231], [0.52622, 1.54278, -1.42237], [1.39189, 2.79083, -1.39493], [0.55880, 4.00010, -1.74951], [-0.94947, 3.85101, -1.56581], [-1.39235, 4.12668, -0.00894], [-1.42557, 3.16451, 0.94846], [-1.74233, 5.59211, 0.40316], [-2.90103, 5.72675, 1.40908], [-1.43000, 2.54981, -2.29870], [-2.46953, 1.97178, -1.57623], [-1.83087, 2.88020, -3.58091], [-3.16804, 3.39193, -3.72542], [-4.15993, 2.31201, -4.13361], [-0.38109, 1.65736, -2.50421], [-5.51689, -2.13622, 1.03014], [-4.69153, -3.21215, -0.09012], [-5.79268, -1.98985, -0.72117], [-4.15303, -0.28390, 0.53846], [-2.98622, -1.58886, 0.38227], [-4.16840, -2.42298, -2.43467], [-3.21208, -1.19606, -3.25562], [-2.32244, -3.28477, -1.22599], [-1.70511, -3.00173, -2.84354], [0.55156, -2.74439, -0.93400], [-0.75900, -2.74691, 0.27783], [-0.42806, -0.16690, 0.19737], [0.60565, -1.12852, 1.26224], [2.29716, 0.42994, -2.05091], [0.73576, -0.37053, -2.31034], [-0.01861, 1.44657, -0.48039], [1.86200, 2.95545, -0.42453], [2.19005, 2.70971, -2.13344], [0.75642, 4.28951, -2.70779], [0.85730, 4.77622, -1.15919], [-1.36008, 4.67449, -2.15326], [-0.75279, 2.47925, 0.95948], [-1.89683, 6.25047, -0.45735], [-0.82467, 5.95772, 0.89894], [-2.85760, 6.68495, 1.92801], [-2.86039, 4.93922, 2.16151], [-3.86370, 5.68395, 0.89746], [-2.25166, 1.05905, -1.33024], [-3.49118, 3.90263, -2.81186], [-3.09117, 4.15153, -4.50470], [-4.15851, 2.17952, -5.21666], [-3.92169, 1.36269, -3.65691], [-5.17027, 2.60757, -3.84383], [3.58416, -1.37221, 2.92139], [4.68525, -0.74236, 3.31993], [4.74646, -0.06544, 4.64082], [5.74754, 0.51493, 4.99878], [3.54036, -0.12657, 5.50353], [2.43916, -0.75629, 5.10434], [2.37533, -1.42538, 3.78400], [1.37012, -1.99638, 3.41058], [3.50971, -1.87281, 1.96389], [5.58198, -0.69055, 2.71542], [3.62054, 0.36086, 6.46580], [1.54791, -0.81982, 5.71532], [-2.86363, -5.00248, -7.65843], [-2.91435, -5.09966, -6.33291], [-3.38060, -3.96698, -5.49655], [-3.41984, -4.05461, -4.28533], [-3.79652, -2.72295, -6.19000], [-3.74657, -2.62361, -7.51502], [-3.27433, -3.75583, -8.35592], [-3.22712, -3.66315, -9.56093], [-2.52672, -5.81267, -8.29229], [-2.62220, -5.99585, -5.80060], [-4.14095, -1.91416, -5.55757], [-4.04404, -1.72887, -8.04685], [7.57714, -0.63462, 7.28124], [8.77861, -0.54268, 7.84557], [9.22712, -1.51135, 8.87854], [10.32005, -1.42483, 9.39157], [8.28127, -2.59324, 9.25959], [7.08021, -2.68794, 8.69664], [6.63688, -1.71781, 7.66505], [5.53830, -1.81232, 7.15259], [7.22764, 0.05876, 6.52815], [9.48654, 0.23434, 7.58621], [8.63091, -3.28677, 10.01368], [6.37269, -3.46532, 8.95559]]}



[3]
{"formula": "C6H17NOP", "method": "ωB97M-V/def2-TZVPD", "e_above_lowest_ev": 0.6765, "total_charge": 1, "homo_lumo_gap_ha": 0.3949, "symbols": ["C", "C", "N", "C", "C", "P", "C", "C", "O", "H", "H", "H", "H", "H", "H", "H", "H", "H", "H", "H", "H", "H", "H", "H", "H", "H"], "coordinates": [[1.94752, -0.59840, 0.28515], [0.63108, -0.19036, -0.27975], [-0.18226, -1.49291, -0.60495], [-1.16801, -1.29429, -1.72217], [-0.88706, -2.09043, 0.51432], [-0.37199, 1.21930, 0.42644], [-0.01259, 2.58517, -0.71609], [0.21607, 1.70302, 2.07817], [-1.82272, 0.83992, 0.40919], [1.87521, -1.13073, 1.24874], [2.72758, 0.22320, 0.31741], [2.57985, -1.24175, -0.32653], [0.77537, 0.06416, -1.35271], [0.53025, -2.24044, -1.01113], [-1.89294, -0.57512, -1.37574], [-0.77316, -1.07970, -2.73351], [-1.69192, -2.24373, -1.86205], [-1.58902, -1.29152, 0.73011], [-1.47325, -2.90867, 0.11579], [-0.36445, -2.35267, 1.40037], [1.08693, 2.68976, -0.77190], [-0.47691, 2.18032, -1.67035], [-0.65320, 3.51080, -0.44855], [-0.06566, 1.24439, 2.96358], [1.32041, 1.83798, 2.00746], [-0.26513, 2.63269, 2.37869]]}



[4]
{"formula": "C23H59N3O10S5", "method": "ωB97M-V/def2-TZVPD", "homo_lumo_gap_ha": 0.3090, "symbols": ["C", "S", "O", "C", "H", "H", "H", "H", "H", "H", "C", "S", "O", "C", "H", "H", "H", "H", "H", "H", "C", "S", "O", "C", "H", "H", "H", "H", "H", "H", "C", "S", "O", "C", "H", "H", "H", "H", "H", "H", "C", "S", "O", "C", "H", "H", "H", "H", "H", "H", "C", "O", "N", "C", "C", "H", "H", "H", "H", "H", "H", "H", "C", "O", "N", "C", "C", "H", "H", "H", "H", "H", "H", "H", "C", "O", "N", "C", "C", "H", "H", "H", "H", "H", "H", "H", "O", "C", "O", "C", "C", "C", "H", "H", "H", "H", "H", "H", "H", "H"], "coordinates": [[-4.12372, 1.99090, -3.05398], [-4.01139, 3.63782, -2.21168], [-2.67239, 3.64884, -1.51614], [-3.91507, 4.58939, -3.76198], [-4.90882, 1.93575, -3.80808], [-4.28392, 1.49695, -2.09562], [-3.21271, 1.52926, -3.43484], [-3.32016, 3.97088, -4.43401], [-3.35547, 5.52477, -3.75624], [-4.81173, 4.86607, -4.31655], [2.75009, -3.15657, 1.46331], [2.32433, -4.68347, 2.47236], [2.69099, -5.88770, 1.59336], [3.78613, -4.60348, 3.67870], [2.67922, -2.24044, 2.04964], [2.13045, -3.16624, 0.56662], [3.68280, -3.21273, 0.90207], [3.77030, -5.33177, 4.48952], [3.78623, -3.59662, 4.09623], [4.73526, -4.80553, 3.18229], [3.75370, -0.32043, -4.57598], [2.71113, -1.79081, -5.05149], [1.35101, -1.38651, -4.50750], [2.59960, -1.49736, -6.86522], [3.35374, 0.56556, -5.06908], [4.77971, -0.59639, -4.81939], [3.84679, -0.12906, -3.50696], [2.53177, -0.41237, -6.94453], [1.77387, -1.92754, -7.43198], [3.54918, -1.63221, -7.38313], [0.96430, -4.05022, -2.22521], [1.88085, -5.02100, -3.47987], [1.50512, -6.47355, -3.12690], [3.68007, -4.76802, -2.92937], [1.22229, -2.99142, -2.24756], [1.14946, -4.52158, -1.26000], [-0.12156, -4.07381, -2.31710], [4.29781, -5.38105, -3.58564], [3.74244, -5.29471, -1.97711], [3.98550, -3.72214, -2.89858], [-1.68334, 5.39026, 4.14077], [-1.74891, 3.56108, 3.81285], [-2.87065, 3.27247, 4.80995], [-2.60465, 3.61543, 2.18734], [-1.50913, 6.00800, 3.25978], [-0.95999, 5.69898, 4.89546], [-2.63108, 5.77479, 4.51763], [-2.67697, 2.63922, 1.70787], [-2.09035, 4.24210, 1.45871], [-3.60321, 3.90589, 2.51382], [-1.78075, -0.06614, 4.21770], [-2.85078, 0.45358, 4.58983], [-1.02256, -0.87252, 4.99658], [0.15437, -1.53682, 4.46169], [-1.23445, -1.16425, 6.40383], [-1.39140, -0.09149, 3.18815], [1.03761, -1.30911, 5.05845], [0.46364, -1.40034, 3.42543], [-0.22306, -2.55051, 4.59617], [-1.34957, -2.21854, 6.65550], [-0.38242, -0.78584, 6.96858], [-2.14252, -0.64183, 6.70480], [-0.32509, 1.28253, -0.46971], [-1.00881, 0.91119, 0.52036], [0.80588, 0.71467, -0.93436], [1.43986, -0.43854, -0.26900], [1.51042, 1.35141, -2.07011], [-0.67105, 2.18506, -0.99693], [2.46645, -0.15075, -0.04230], [1.64344, -1.20776, -1.01396], [0.80619, -0.83397, 0.52484], [2.56956, 1.58241, -1.95624], [1.35738, 0.67127, -2.90802], [1.06798, 2.32280, -2.29087], [1.68025, 4.84108, -1.58155], [2.05056, 4.69137, -2.78289], [0.88408, 5.77450, -1.09194], [0.48293, 6.91300, -1.85141], [0.00783, 5.51946, 0.00059], [2.01590, 4.16057, -0.78378], [0.82745, 6.97702, -2.88354], [0.73042, 7.85381, -1.35976], [-0.60343, 6.84817, -1.91255], [-0.91011, 5.10956, -0.42067], [0.35726, 4.78779, 0.72905], [0.03404, 6.46350, 0.54485], [-3.16416, -4.35629, -0.15365], [-2.49940, -3.39425, 0.19942], [-2.17631, -3.10989, 1.45389], [-1.96063, -4.17951, 2.37926], [-2.60754, -3.92362, 3.73372], [-2.14823, -2.13256, -0.68546], [-0.87411, -4.18453, 2.46612], [-2.23976, -5.15346, 1.97726], [-3.65568, -3.76936, 3.47738], [-2.16399, -2.99896, 4.10302], [-2.54228, -4.76679, 4.42140], [-2.76304, -1.37811, -0.19462], [-2.48263, -2.20911, -1.72007], [-1.11851, -1.77922, -0.63127]]}



[5]
{"formula": "C23H22FN5OS", "method": "ωB97M-V/def2-TZVPD", "e_above_lowest_ev": 0.0485, "homo_lumo_gap_ha": 0.3125, "symbols": ["C", "C", "C", "C", "C", "N", "C", "O", "C", "S", "C", "N", "N", "C", "C", "C", "C", "C", "C", "N", "C", "N", "C", "C", "C", "C", "F", "C", "C", "C", "C", "H", "H", "H", "H", "H", "H", "H", "H", "H", "H", "H", "H", "H", "H", "H", "H", "H", "H", "H", "H", "H", "H"], "coordinates": [[-5.08509, -1.80814, 1.68974], [-4.32551, -0.64745, 1.12184], [-4.28163, 0.57757, 1.77217], [-3.57918, 1.64861, 1.24860], [-2.90005, 1.50260, 0.04545], [-2.13982, 2.52374, -0.54058], [-1.70452, 3.67436, 0.02096], [-2.04479, 4.12342, 1.09312], [-0.67316, 4.39135, -0.85170], [0.99920, 3.74478, -0.49499], [0.88540, 2.19694, -1.27326], [-0.00274, 1.85047, -2.16781], [0.20501, 0.55898, -2.47445], [1.20112, 0.11976, -1.76823], [1.71713, -1.26884, -1.79264], [0.98641, -2.11386, -0.79157], [-0.02537, -1.78905, 0.07848], [-0.35075, -2.95635, 0.79474], [0.47206, -3.94819, 0.33876], [1.28447, -3.43540, -0.62425], [2.28386, -4.16154, -1.35200], [1.69388, 1.13123, -0.97224], [2.78131, 1.11172, -0.08203], [2.88435, 0.10248, 0.86974], [3.96227, 0.08400, 1.73447], [4.91654, 1.08168, 1.63898], [5.96829, 1.06107, 2.47813], [4.82189, 2.09902, 0.70553], [3.74662, 2.11036, -0.16177], [-2.94408, 0.27935, -0.62261], [-3.64630, -0.77917, -0.08521], [-4.43756, -2.67918, 1.78099], [-5.48834, -1.56804, 2.67019], [-5.91140, -2.07732, 1.03219], [-4.80450, 0.70283, 2.70954], [-3.54717, 2.59024, 1.77055], [-1.71112, 2.26092, -1.42908], [-0.62628, 5.44301, -0.57315], [-0.85411, 4.27275, -1.91804], [1.55747, -1.66650, -2.79926], [2.79300, -1.26660, -1.58301], [-0.49673, -0.83176, 0.18678], [-1.10207, -3.04377, 1.55337], [0.54068, -4.97868, 0.62703], [2.07459, -4.14223, -2.42448], [3.27631, -3.73364, -1.18579], [2.29003, -5.19673, -1.01589], [2.11601, -0.65260, 0.94083], [4.06209, -0.68657, 2.48193], [5.58074, 2.86335, 0.66340], [3.65430, 2.89026, -0.90159], [-2.41196, 0.16065, -1.55636], [-3.66078, -1.72589, -0.60553]]}



[6]
{"formula": "C16H50BrCl2O23P", "method": "ωB97M-V/def2-TZVPD", "e_above_lowest_ev": 0.0000, "homo_lumo_gap_ha": 0.2903, "symbols": ["C", "C", "C", "C", "C", "C", "C", "P", "O", "O", "O", "C", "C", "C", "O", "C", "Br", "C", "C", "Cl", "C", "C", "Cl", "C", "O", "H", "H", "H", "H", "H", "H", "H", "H", "H", "H", "H", "H", "H", "H", "O", "H", "H", "O", "H", "H", "O", "H", "H", "O", "H", "H", "O", "H", "H", "O", "H", "H", "O", "H", "H", "O", "H", "H", "O", "H", "H", "O", "H", "H", "O", "H", "H", "O", "H", "H", "O", "H", "H", "O", "H", "H", "O", "H", "H", "O", "H", "H", "O", "H", "H", "O", "H", "H"], "coordinates": [[-1.04344, 3.01111, 3.61991], [-0.91122, 2.95285, 2.08481], [-1.11409, 1.54961, 1.59087], [-2.38356, 0.95728, 1.74495], [-2.65258, -0.33119, 1.27070], [-1.67174, -1.10856, 0.61284], [-2.03809, -2.47824, 0.09742], [-2.25450, -3.59675, 1.50575], [-1.49398, -3.10057, 2.66934], [-3.82142, -3.60921, 1.80915], [-1.87534, -5.06324, 1.08541], [-0.39924, -0.52274, 0.44818], [-0.12264, 0.78182, 0.93511], [1.23891, 1.29014, 0.70332], [1.86162, 1.97672, 1.44389], [1.82134, 0.86077, -0.59903], [2.89391, 2.16257, -1.39226], [1.56753, -0.35215, -1.09126], [2.05191, -0.90573, -2.35999], [3.74458, -0.97472, -2.63113], [1.22597, -1.36835, -3.30007], [1.55567, -1.96606, -4.60839], [-0.47803, -1.25682, -3.00142], [0.69191, -1.21767, -0.24437], [0.90631, -2.39482, -0.13031], [-2.07864, 3.18378, 3.88213], [-0.79089, 2.03907, 4.03300], [-0.42659, 3.77621, 4.06552], [-1.72069, 3.52562, 1.64398], [0.01869, 3.35491, 1.73504], [-3.14921, 1.53715, 2.23371], [-3.65356, -0.71838, 1.38180], [-1.27367, -2.83124, -0.57438], [-2.97595, -2.40179, -0.43003], [-4.02499, -2.82093, 2.33664], [-1.45837, -5.49353, 1.85297], [1.01560, -2.90416, -4.71290], [2.61074, -2.18315, -4.67956], [1.21679, -1.32474, -5.41610], [0.03684, 5.74389, 1.07726], [-0.43811, 6.29892, 0.44928], [0.97292, 5.92402, 0.89673], [1.62484, -5.27406, -0.25832], [1.31769, -4.36278, -0.14919], [1.44458, -5.68839, 0.59236], [0.41756, -4.80438, -5.74618], [0.85265, -5.59272, -6.08587], [-0.20582, -5.13528, -5.09089], [0.06709, 2.14738, -3.19626], [0.58151, 2.57700, -3.88705], [-0.16952, 1.28937, -3.56782], [2.73829, 6.83319, 0.78575], [2.90325, 7.78092, 0.73505], [3.60180, 6.42593, 0.66584], [6.13970, -3.26158, -2.02222], [5.32296, -2.76495, -2.12871], [5.87926, -3.97522, -1.42528], [0.03748, 8.84305, 1.88123], [0.54301, 8.11814, 1.49470], [-0.54635, 8.39820, 2.50408], [-2.56322, -1.34595, -5.74002], [-1.97448, -1.20573, -4.99051], [-3.42548, -1.50786, -5.34516], [-1.46902, -6.61702, 3.83280], [-0.88057, -6.47153, 4.57978], [-2.27914, -6.96672, 4.21490], [-2.21139, 4.89457, 5.92898], [-2.52256, 5.76945, 6.18110], [-1.98324, 4.47040, 6.76212], [-2.67112, 2.69816, -1.23775], [-1.80268, 2.42152, -1.55244], [-3.06469, 3.13368, -1.99960], [-5.10020, -1.30275, -0.88918], [-5.96508, -0.89240, -0.98367], [-5.20166, -1.94631, -0.17871], [4.57295, -5.13048, 0.53342], [3.61232, -5.13325, 0.39866], [4.70377, -5.54559, 1.39270], [-5.73332, -2.57045, 3.60137], [-6.32396, -3.27917, 3.32737], [-6.11176, -2.23025, 4.41738], [4.28373, 5.35319, -3.24790], [4.73335, 4.66642, -3.75019], [3.71024, 4.87494, -2.64118], [0.16918, 9.18103, -1.18370], [-0.07593, 9.94491, -1.71350], [-0.29353, 9.30489, -0.34549], [2.71729, -1.20220, 2.41993], [3.27637, -0.51588, 2.04034], [2.26598, -1.60065, 1.66895], [4.76837, -7.96922, -0.83256], [4.41983, -7.56664, -1.63329], [4.68898, -7.26863, -0.17470]]}